[1]
# C5H37N2O13

13 unconnected molecules or ions with the total composition C5H37N2O13 at a distorted geometry (ωB97M-V/def2-TZVPD, the Open Molecules 2025 dataset).

Values from the calculation:
<S²> = 0.7566
Kohn-Sham gap (alpha / beta) = 9.1 / 4.2 eV
electronic energy = -35364.37349 eV
2S+1 = 2
charge = +2

```
57
Properties=species:S:1:pos:R:3:forces:R:3:lowdin_charge:R:1
N 2.138724 0.320778 0.309102 -1.47 1.56 -2.23 0.2299
C 0.903357 0.107850 -0.615733 1.58 1.92 -0.41 -0.0868
C 0.083220 -0.988309 -0.027777 -1.41 0.09 1.47 -0.1212
N 0.895046 -2.233257 0.144566 -3.54 -1.96 -0.25 -0.1160
C 1.037641 -2.967220 -1.094754 1.51 -1.32 -2.64 -0.0437
C 0.271371 -3.213825 1.004689 -0.53 -0.34 -0.10 -0.0835
C 0.400359 -2.980547 2.559181 -0.57 0.67 -0.03 -0.1249
O -0.328480 -3.453818 3.344833 0.20 -0.17 0.07 0.2586
H 2.671544 -0.529719 0.398977 0.51 -0.36 1.01 0.0927
H 1.767511 0.785170 1.123102 0.51 -0.47 1.23 0.0930
H 2.730554 1.032677 -0.125740 0.07 0.05 -0.36 0.1641
H 0.415592 1.143229 -0.653560 0.27 -1.51 -0.03 0.1496
H 1.382342 -0.073521 -1.595771 -0.83 -0.19 0.39 0.0950
H -0.259217 -0.691737 0.995007 0.35 -0.16 -0.87 0.0912
H -0.942701 -1.134699 -0.533210 1.76 -0.25 0.12 0.1826
H 1.521577 -3.974383 -1.026651 -0.04 0.97 0.54 0.1350
H 1.560333 -2.440067 -1.892531 0.11 0.36 0.37 0.0954
H 0.071899 -3.223763 -1.561543 -0.18 0.41 0.52 0.1294
H 0.721797 -4.204931 0.899272 0.42 0.16 -0.24 0.1526
H -0.818866 -3.433743 0.811423 0.67 0.94 0.35 0.1965
H 1.197789 -2.248602 2.771764 0.32 0.08 0.47 0.1346
H 0.308816 2.017192 2.183852 0.22 0.44 1.02 0.0011
H 0.994265 3.404059 2.746762 -0.22 -0.79 0.29 0.0834
O 0.603469 2.917724 2.010723 0.15 0.32 -0.88 -0.0387
H -4.435094 -1.038246 2.085013 0.48 -0.24 0.43 0.0793
H -3.850827 -1.068644 0.740641 0.97 0.01 0.98 0.0576
O -3.552084 -1.165298 1.690813 -1.66 0.05 -1.36 -0.0813
H -4.052191 0.810939 -1.621134 -0.89 -0.94 -0.36 0.0874
H -3.096617 0.859000 -0.645131 -0.26 -1.04 0.61 0.0274
O -3.581282 0.128053 -1.107366 0.80 1.86 0.07 -0.0690
H 1.091136 0.049358 3.876598 0.27 0.24 -0.26 0.1053
H 0.217818 -0.116275 2.653279 -0.41 0.48 0.27 -0.0100
O 1.139351 0.044991 2.904537 -0.04 -0.62 0.46 -0.0564
H -0.274554 -0.217788 -3.690882 0.42 0.22 1.08 0.0138
H -0.162072 -1.413181 -4.345697 0.74 -1.07 -0.02 0.0716
O 0.323288 -0.998929 -3.614591 -1.21 0.43 -0.86 -0.0892
H 2.623267 4.160494 -1.132931 -0.15 -0.14 0.78 0.0620
H 2.385873 3.524455 -2.379037 -0.36 -0.92 -0.14 0.0578
O 2.140554 3.381497 -1.448202 1.00 0.92 -0.60 -0.0701
H 1.149637 1.420948 -3.166254 -0.25 -0.47 -0.24 0.0170
H 2.224458 0.313947 -3.599722 -0.73 -0.10 -0.27 0.0312
O 2.052400 1.241758 -3.428088 1.03 0.80 0.33 -0.0450
H 3.828899 -2.373312 2.081188 0.27 0.10 -0.03 0.0864
H 2.533541 -2.347915 1.233385 0.75 -0.03 -0.06 -0.0014
O 3.443576 -2.002534 1.278473 -0.60 -0.23 0.06 -0.0230
H -2.121280 1.282242 2.422724 0.50 -0.25 -0.09 0.0675
H -2.217799 -0.185868 2.661511 0.53 0.25 -0.84 0.0626
O -1.559095 0.484686 2.343696 -0.84 0.06 0.84 -0.0915
H -2.300182 2.136086 0.679661 -0.92 -0.36 -0.62 0.0332
H -3.216846 3.165764 0.957672 -1.10 -0.09 -0.49 0.0901
O -3.286350 2.252396 0.609487 2.36 0.91 1.08 -0.0656
H -2.395929 1.034769 -3.789729 -0.38 -0.10 0.38 0.0729
H -2.275082 0.308127 -2.328986 -0.48 0.21 -1.00 0.0062
O -1.817021 0.646674 -3.128075 1.02 -0.02 0.14 -0.0588
H -0.139505 4.371767 -0.894580 -0.68 -0.40 -0.96 0.0519
H 0.229175 3.799866 0.324615 -0.34 -1.04 0.56 -0.0002
O -0.377105 3.573635 -0.398868 0.32 1.08 0.34 -0.0896
```
Forces are in eV/Å.

---

[2]
# C3H6N2OS

C3H6N2OS in the gas phase at a distorted geometry (ωB97M-V/def2-TZVPD, the Open Molecules 2025 dataset).

Values from the calculation:
structure (SMILES) = CS/N=C\NC=O
Kohn-Sham gap = 9.3 eV
electronic energy = -19070.38893 eV
charge = 0

```
13
Properties=species:S:1:pos:R:3:forces:R:3:lowdin_charge:R:1
C 0.921601 -2.538825 -1.469839 1.40 0.33 -0.56 -0.4006
S 0.883818 -0.921708 -0.691620 0.20 -0.31 -0.15 0.8307
N -0.726615 -0.956166 -0.347050 -1.96 0.50 0.95 -0.3357
C -1.416331 -0.073205 0.270785 1.48 -0.59 -1.07 -0.2815
N -1.024125 1.163456 0.766259 -2.32 0.51 0.18 0.0619
C 0.111945 1.845159 1.041149 0.42 0.19 -0.46 -0.3538
O 0.094681 2.965874 1.494018 0.21 -0.29 0.00 0.0462
H 0.419458 -2.598361 -2.428936 -0.28 0.21 0.06 0.0383
H 1.977054 -2.751024 -1.641963 0.20 0.20 -0.23 0.0285
H 0.637557 -3.321867 -0.814434 -0.78 -0.47 0.75 0.0213
H -2.498602 -0.157523 0.382575 0.26 -0.57 -0.16 0.1229
H -1.864219 1.719758 0.902130 0.40 0.24 0.41 0.1426
H 0.982095 1.279561 0.727388 0.77 0.04 0.26 0.0790
```
Forces are in eV/Å.

---

Which energy relative to the best compared isomer or geometry (same formula, charge and spin) belongs to each record? In order, 476.1; 171.5 kJ/mol.